[1]
The following is a DFT calculation (ωB97M-V/def2-TZVPD) of 2 unconnected molecules or ions with the total composition C2H4S2 at a distorted geometry.

XYZ file:
```
8
C2H4S2 (ωB97M-V/def2-TZVPD)
C 0.464 -0.841 0.997
C -0.367 -0.583 -0.110
S -0.099 -0.834 2.674
S 0.467 -2.566 1.810
H 1.534 -0.471 0.856
H 0.083 -0.365 -1.046
H 0.825 1.656 -0.422
H -1.506 -0.374 -0.234
```

Values from the calculation:
- Relative energy (zero: lowest compared OMol25 entry of this formula, charge and spin): 114.6 kcal/mol
- LUMO level (spin up / spin down): -0.8 / -0.8 eV
- Largest force on an atom: 3.47 eV/A
- Calculated total energy: -874.7775 Eh
- HOMO-LUMO gap (spin up / spin down): 7.47 / 7.39 eV
- HOMO (spin up / spin down): -8.30 / -8.18 eV

The computed Mulliken charges, all in e, follow:
1 C 0.128
2 C -0.904
3 S -0.128
4 S -0.142
5 H 0.348
6 H 0.415
7 H 0.025
8 H 0.257

---

[2]
The following is a DFT calculation (ωB97M-V/def2-TZVPD) of H3O3PS2 in the gas phase at a distorted geometry.

XYZ file:
```
9
H3O3PS2 (ωB97M-V/def2-TZVPD)
O 0.896 1.473 -0.301
P 0.344 0.032 -0.004
O 1.188 -0.727 -1.086
S 0.304 -0.483 1.905
O -1.150 0.051 -0.638
S -2.372 -1.069 -0.160
H 0.538 1.989 0.467
H 2.071 -0.408 -1.324
H -1.819 -0.858 1.142
```

Values from the calculation:
- Relative energy (zero: lowest compared OMol25 entry of this formula, charge and spin): 0.0 kcal/mol
- LUMO level: 0.0 eV
- Largest force on an atom: 2.44 eV/A
- Calculated total energy: -1365.3123 Eh
- HOMO-LUMO gap: 9.47 eV
- HOMO: -9.42 eV
- SMILES string: OP(O)(=S)OS

These are the Mulliken partial charges, in e, on atoms 1 to 8:
1 O -0.453
2 P 0.844
3 O -0.478
4 S -0.412
5 O -0.304
6 S -0.029
7 H 0.342
8 H 0.344

---

[3]
The following is a DFT calculation (ωB97M-V/def2-TZVPD) of C3H5NO2 in the gas phase at a distorted geometry.

XYZ file:
```
11
C3H5NO2 (ωB97M-V/def2-TZVPD)
N -0.495 -0.749 -1.429
C 0.312 -0.225 -0.422
C 0.274 1.230 0.627
O 0.729 0.334 1.643
C -0.061 -0.571 0.952
O -1.043 -1.127 1.358
H -1.261 -1.326 -1.116
H -0.131 -0.995 -2.337
H 1.383 -0.246 -0.643
H 0.963 2.026 0.364
H -0.671 1.648 1.004
```

Values from the calculation:
- Relative energy (zero: lowest compared OMol25 entry of this formula, charge and spin): 58.3 kcal/mol
- LUMO level: 0.9 eV
- Largest force on an atom: 1.33 eV/A
- Calculated total energy: -322.4815 Eh
- HOMO-LUMO gap: 10.30 eV
- HOMO: -9.45 eV

These are the Mulliken partial charges, in e, on atoms 1 to 8:
1 N -0.471
2 C 0.023
3 C -0.449
4 O -0.356
5 C 0.518
6 O -0.581
7 H 0.220
8 H 0.221

---

[4]
The following is a DFT calculation (ωB97M-V/def2-TZVPD) of 2 unconnected molecules or ions with the total composition C6H9N3O at a distorted geometry.

XYZ file:
```
19
C6H9N3O (ωB97M-V/def2-TZVPD)
C -2.332 1.502 -0.382
C -1.474 0.559 0.220
C -2.117 -0.616 0.405
C 1.917 -0.653 -1.053
C 1.336 0.106 0.021
C 1.907 1.234 0.822
N -3.463 0.921 -0.596
N -3.408 -0.305 -0.033
N -1.917 -1.848 0.954
O 1.597 -1.184 0.303
H -2.277 2.504 -0.712
H 1.411 -1.247 -1.834
H 2.993 -0.442 -1.296
H 1.024 1.890 1.068
H 2.686 1.796 0.291
H 2.239 0.812 1.843
H -4.012 -1.127 -0.319
H -0.976 -2.279 0.668
H -2.584 -2.451 0.682
```

Values from the calculation:
- Relative energy (zero: lowest compared OMol25 entry of this formula, charge and spin): 167.7 kcal/mol
- LUMO level (spin up / spin down): 0.5 / -0.1 eV
- Largest force on an atom: 5.52 eV/A
- Calculated total energy: -473.2824 Eh
- HOMO-LUMO gap (spin up / spin down): 8.77 / 7.71 eV
- HOMO (spin up / spin down): -8.26 / -7.80 eV

These are the Mulliken partial charges, in e, on atoms 1 to 8:
1 C -0.411
2 C -0.031
3 C 0.232
4 C -0.491
5 C 0.729
6 C -1.027
7 N -0.740
8 N 0.135

---

[5]
The following is a DFT calculation (ωB97M-V/def2-TZVPD) of C4H4S3 in the gas phase at a distorted geometry.

XYZ file:
```
11
C4H4S3 (ωB97M-V/def2-TZVPD)
S 2.748 0.000 0.435
C 1.653 -0.746 -0.462
C 0.309 -0.242 -0.974
S -1.092 -1.261 -0.211
C -1.455 0.015 0.914
C -0.937 1.214 0.707
S -0.042 1.486 -0.766
H 1.776 -1.725 -0.834
H 0.187 -0.470 -2.042
H -2.020 -0.259 1.793
H -1.128 1.988 1.440
```

Values from the calculation:
- Relative energy (zero: lowest compared OMol25 entry of this formula, charge and spin): 17.9 kcal/mol
- LUMO level: -0.5 eV
- Largest force on an atom: 1.48 eV/A
- Calculated total energy: -1349.3255 Eh
- HOMO-LUMO gap: 7.68 eV
- HOMO: -8.20 eV
- SMILES string: S=CC1SC=CS1

These are the Mulliken partial charges, in e, on atoms 1 to 8:
1 S -0.192
2 C -0.231
3 C -0.238
4 S -0.096
5 C -0.271
6 C -0.264
7 S -0.085
8 H 0.322

---

[6]
The following is a DFT calculation (ωB97M-V/def2-TZVPD) of C2H4N4 in the gas phase at a distorted geometry.

XYZ file:
```
10
C2H4N4 (ωB97M-V/def2-TZVPD)
C -2.120 -0.059 0.007
C -0.606 0.121 -0.078
N 0.165 1.203 -0.062
N 1.431 0.722 0.066
N 1.346 -0.640 0.047
N 0.116 -1.089 -0.019
H -2.511 -0.357 -0.892
H -2.271 -0.844 0.886
H -2.212 0.911 0.447
H 1.939 -1.448 -0.237
```

Values from the calculation:
- Relative energy (zero: lowest compared OMol25 entry of this formula, charge and spin): 62.1 kcal/mol
- LUMO level: 0.8 eV
- Largest force on an atom: 5.63 eV/A
- Calculated total energy: -297.5454 Eh
- HOMO-LUMO gap: 11.03 eV
- HOMO: -10.23 eV
- SMILES string: Cc1nn[nH]n1

These are the Mulliken partial charges, in e, on atoms 1 to 8:
1 C -0.803
2 C 0.524
3 N -0.245
4 N -0.415
5 N 0.253
6 N -0.456
7 H 0.316
8 H 0.223

---

- Which of these has the highest calculated total energy?
  C2H4N4

---

- Which formula does entry 2 have?
  H3O3PS2

---

- Which formula does entry 5 have?
  C4H4S3